Arrangement a

23
Properties=species:S:1:pos:R:3 method="wB97M-V/def2-TZVPD" e_homo_ev=-7.821 multiplicity=1 orbital_gap_ha=0.286
C -2.52 -1.51 -1.39
C -1.69 -0.63 1.08
O -1.41 -1.62 -0.56
H -3.46 -1.75 -0.86
H -2.43 -2.23 -2.21
H -2.65 -0.51 -1.83
H -1.90 0.35 1.48
H -0.87 -1.15 1.55
H -2.63 -1.17 1.13
C 3.23 1.06 0.22
C 1.81 1.15 0.71
C 0.76 0.53 -0.16
N 1.05 -0.63 -0.79
C -0.49 1.09 -0.24
N 1.58 1.70 1.83
H 0.21 -1.17 -1.04
H 1.86 -1.15 -0.49
H 0.59 1.68 2.07
H 3.60 0.03 0.25
H 3.87 1.68 0.85
H 3.30 1.39 -0.82
H -1.15 0.84 -1.05
H -0.68 2.03 0.27



Arrangement b

23
Properties=species:S:1:pos:R:3 method="wB97M-V/def2-TZVPD" e_homo_ev=-7.953 multiplicity=1 orbital_gap_ha=0.320 smiles="CC(=O)CN.CC(C)=N"
C 1.07 -1.75 0.10
C 1.14 -0.24 0.11
O 1.31 0.39 1.15
C 2.28 0.35 -1.12
N 2.31 1.75 -0.95
H 2.05 -2.17 -0.10
H 0.73 -2.14 1.06
H 0.38 -2.07 -0.68
H 3.22 -0.11 -0.82
H 1.92 0.03 -2.09
H 2.26 1.94 0.06
H 1.47 2.16 -1.35
C -2.49 -0.90 0.22
C -1.51 0.24 0.17
C -1.57 1.22 1.29
N -0.74 0.51 -0.85
H -3.51 -0.51 0.20
H -2.38 -1.57 -0.64
H -2.36 -1.47 1.15
H -0.78 0.99 2.01
H -1.38 2.24 0.93
H -2.51 1.19 1.81
H -0.89 -0.09 -1.65



Arrangement c

23
Properties=species:S:1:pos:R:3 method="wB97M-V/def2-TZVPD" e_homo_ev=-8.127 multiplicity=1 orbital_gap_ha=0.327 smiles=CN(C)[C@@]1(O)NC1(C)C
C -1.81 0.81 1.14
N -0.72 -0.14 0.94
C -0.52 -1.03 2.06
C 0.49 0.39 0.29
O 0.70 1.79 0.50
N 1.69 -0.35 0.20
C 0.66 -0.14 -1.10
C 0.80 0.85 -2.21
C 0.19 -1.50 -1.53
H -1.93 1.45 0.26
H -2.75 0.28 1.30
H -1.63 1.46 2.00
H -1.44 -1.60 2.26
H 0.27 -1.75 1.85
H -0.25 -0.49 2.97
H 1.03 1.90 1.40
H 2.48 0.29 0.20
H -0.02 0.76 -2.93
H 1.75 0.70 -2.73
H 0.78 1.90 -1.91
H -0.87 -1.48 -1.78
H 0.74 -1.83 -2.42
H 0.37 -2.25 -0.75



Decreasing stability: arrangement b, arrangement c, arrangement a



Arrangement a

23
Properties=species:S:1:pos:R:3 method="wB97M-V/def2-TZVPD" e_homo_ev="-5.997 / -6.459" multiplicity=1 orbital_gap_ha="0.247 / 0.264"
C -0.57 -0.28 -0.05
C 1.71 -0.47 0.96
C 0.44 0.59 -0.41
C -1.41 -0.01 1.15
C -0.71 -1.61 -0.70
N 2.87 -0.68 0.17
C -1.56 1.28 -1.66
O 1.82 0.38 2.08
N -2.61 1.71 -1.11
H 2.17 1.23 1.80
H 1.31 -1.41 1.33
H 3.19 0.16 -0.30
H 3.64 -1.11 0.67
H -3.21 2.31 -1.70
H 0.49 1.56 0.06
H 0.99 0.42 -1.32
H -1.31 1.51 -2.72
H -0.85 0.50 1.94
H -2.21 0.68 0.84
H -1.88 -0.90 1.56
H -0.04 -1.73 -1.55
H -1.75 -1.73 -1.04
H -0.53 -2.41 0.01



Arrangement b

23
Properties=species:S:1:pos:R:3 method="wB97M-V/def2-TZVPD" e_homo_ev=-8.946 multiplicity=1 orbital_gap_ha=0.360
H 1.70 0.92 -3.41
N 0.92 1.30 -2.86
C 1.00 1.05 -1.62
N 2.01 0.39 -0.99
C -0.02 1.64 -0.70
C -0.78 1.10 0.23
C -1.32 -0.39 0.21
C -2.76 -0.37 -0.30
H 2.75 -0.02 -1.54
H 1.98 0.17 0.00
H -0.01 2.73 -0.77
H -1.41 1.75 0.82
H -0.68 -0.99 -0.43
H -1.29 -0.79 1.22
H -3.39 0.25 0.32
H -3.16 -1.39 -0.29
H -2.79 0.00 -1.32
C 1.34 -1.57 1.98
O 1.40 -0.20 1.72
H 0.58 -1.80 2.75
H 2.32 -1.89 2.34
H 1.09 -2.15 1.09
H 0.52 0.26 1.53



Arrangement c

23
Properties=species:S:1:pos:R:3 method="wB97M-V/def2-TZVPD" e_homo_ev=-8.970 multiplicity=1 orbital_gap_ha=0.364
C -1.97 -0.41 2.98
O -1.98 -0.21 1.59
N -0.58 0.18 1.07
C -0.50 0.39 -0.15
C -1.60 0.54 -1.15
C 1.09 -0.07 -0.71
C 1.29 0.32 -2.16
C 2.10 0.60 0.21
N 1.15 -1.47 -0.56
H -3.00 -0.31 3.32
H -1.38 0.34 3.54
H -1.58 -1.40 3.21
H -2.56 0.46 -0.63
H -1.52 1.50 -1.65
H -1.56 -0.24 -1.91
H 0.54 -0.12 -2.81
H 1.28 1.40 -2.28
H 2.26 -0.05 -2.48
H 1.86 0.39 1.25
H 2.10 1.68 0.07
H 3.09 0.21 -0.01
H 0.48 -1.96 -1.15
H 0.99 -1.76 0.40



Arrangement d

23
Properties=species:S:1:pos:R:3 method="wB97M-V/def2-TZVPD" e_homo_ev=-8.718 multiplicity=1 orbital_gap_ha=0.351 smiles="C=C(C)[C@](C)(O)N(C)N"
C 2.32 0.62 0.84
C 1.32 0.16 0.13
C 1.62 -1.02 -0.65
C -0.18 0.72 0.11
C -0.15 1.35 -1.30
O -0.29 1.52 1.28
N -1.09 -0.38 0.01
C -0.97 -1.35 1.06
N -2.35 0.11 -0.39
H 2.26 1.57 1.30
H 3.18 0.09 0.72
H 2.66 -0.95 -1.08
H 0.97 -1.15 -1.43
H 1.68 -1.95 -0.02
H -1.10 2.06 -1.24
H -0.32 0.46 -1.93
H 0.62 1.91 -1.68
H -1.05 2.07 1.17
H -0.34 -2.18 0.60
H -0.34 -0.95 1.84
H -1.97 -1.71 1.51
H -3.06 0.17 0.41
H -2.87 -0.35 -1.13



Decreasing stability: arrangement b, arrangement c, arrangement d, arrangement a



Arrangement a

48
Properties=species:S:1:pos:R:3 method="wB97M-V/def2-TZVPD" e_homo_ev="-13.987 / -13.990" multiplicity=7 charge=+2 orbital_gap_ha="0.259 / 0.265"
Tb 0.26 0.96 -0.45
C -1.07 -0.24 3.70
C -1.00 -0.06 2.22
N 0.10 0.10 1.57
N 1.33 0.02 2.16
C 2.31 -0.02 1.27
O 2.09 0.13 -0.02
C 3.67 -0.21 1.77
C 4.70 -0.49 0.87
C 6.00 -0.61 1.32
C 6.29 -0.45 2.67
C 5.26 -0.21 3.58
C 3.96 -0.09 3.14
C -2.22 -0.09 1.37
C -3.47 -0.31 1.92
C -4.58 -0.38 1.09
C -4.40 -0.25 -0.28
C -3.12 -0.02 -0.75
N -2.05 0.07 0.04
H -0.07 -0.25 4.12
H -1.58 -1.18 3.94
H -1.65 0.58 4.14
H 4.46 -0.64 -0.17
H 6.80 -0.84 0.63
H 7.31 -0.54 3.02
H 5.49 -0.11 4.63
H 3.15 0.09 3.83
H -3.59 -0.43 2.99
H -5.56 -0.55 1.50
H -5.23 -0.32 -0.97
H -2.95 0.09 -1.82
C -0.07 5.35 0.19
S -0.02 3.99 -0.99
O -0.81 2.83 -0.33
C 1.64 3.31 -0.72
C 2.17 3.20 0.57
C 3.49 2.82 0.72
C 4.25 2.49 -0.40
C 3.67 2.44 -1.66
C 2.36 2.86 -1.83
H 0.67 5.25 0.97
H -1.08 5.35 0.61
H 0.10 6.27 -0.38
H 1.59 3.48 1.44
H 3.93 2.79 1.71
H 5.30 2.25 -0.28
H 4.25 2.13 -2.51
H 1.95 2.96 -2.83



Arrangement b

48
Properties=species:S:1:pos:R:3 method="wB97M-V/def2-TZVPD" e_homo_ev="-13.845 / -13.845" multiplicity=7 charge=+2 orbital_gap_ha="0.255 / 0.258"
Tb 0.92 0.46 0.83
C -0.01 -0.69 -3.50
C 0.60 -0.54 -2.16
N 0.17 0.29 -1.27
N -0.95 1.05 -1.50
C -1.43 1.60 -0.41
O -0.87 1.42 0.77
C -2.66 2.38 -0.50
C -3.25 2.86 0.68
C -4.43 3.57 0.62
C -5.04 3.81 -0.60
C -4.47 3.34 -1.78
C -3.28 2.62 -1.73
C 1.71 -1.42 -1.72
C 2.30 -2.32 -2.60
C 3.24 -3.23 -2.12
C 3.57 -3.21 -0.78
C 2.97 -2.26 0.03
N 2.07 -1.38 -0.41
H -0.91 -0.08 -3.55
H -0.26 -1.73 -3.71
H 0.68 -0.36 -4.28
H -2.77 2.66 1.62
H -4.89 3.93 1.53
H -5.97 4.36 -0.64
H -4.95 3.52 -2.73
H -2.82 2.25 -2.64
H 2.02 -2.32 -3.64
H 3.70 -3.94 -2.80
H 4.29 -3.90 -0.36
H 3.23 -2.21 1.08
C 2.48 1.70 4.76
S 0.92 1.45 3.91
O 1.17 0.24 2.99
C 1.03 2.77 2.67
C 2.01 2.70 1.66
C 1.91 3.54 0.55
C 0.87 4.46 0.47
C -0.05 4.57 1.50
C 0.02 3.72 2.60
H 3.30 1.81 4.06
H 2.64 0.83 5.41
H 2.37 2.59 5.38
H 2.93 2.11 1.81
H 2.69 3.54 -0.20
H 0.81 5.12 -0.39
H -0.83 5.32 1.45
H -0.72 3.78 3.38



Decreasing stability: arrangement b, arrangement a



Arrangement a

80
Properties=species:S:1:pos:R:3 method="wB97M-V/def2-TZVPD" e_homo_ev=-6.262 multiplicity=1 orbital_gap_ha=0.256
N 1.68 -3.49 0.48
C 0.88 -4.32 1.22
C -0.42 -4.11 0.88
C -0.40 -3.22 -0.19
C 0.91 -2.74 -0.31
H 2.68 -3.47 0.63
H 1.38 -4.90 1.98
H -1.29 -4.60 1.30
H -1.20 -2.94 -0.87
H 1.33 -2.00 -0.96
N 0.47 2.97 -4.82
C 0.74 3.49 -3.56
C 0.47 2.55 -2.56
C 0.26 1.33 -3.24
C 0.20 1.57 -4.61
H 0.56 3.55 -5.64
H 0.99 4.54 -3.54
H 0.57 2.62 -1.49
H 0.13 0.37 -2.77
H -0.12 0.94 -5.43
N -0.40 -0.57 0.83
C 0.43 0.57 0.70
C 0.42 0.95 -0.60
C -0.37 0.09 -1.30
C -0.88 -0.86 -0.45
H -0.56 -1.05 1.70
H 1.02 1.01 1.49
H 1.00 1.75 -1.04
H -0.48 0.13 -2.37
H -1.54 -1.68 -0.67
N 4.10 0.64 -1.47
C 2.76 0.85 -1.47
C 2.07 -0.37 -1.64
C 3.08 -1.35 -1.68
C 4.34 -0.72 -1.61
H 4.73 1.40 -1.23
H 2.48 1.88 -1.32
H 0.99 -0.42 -1.66
H 2.88 -2.38 -1.94
H 5.38 -0.99 -1.71
N -3.85 -1.46 1.81
C -3.35 -1.04 0.64
C -3.30 0.32 0.62
C -3.94 0.83 1.74
C -4.22 -0.34 2.55
H -3.95 -2.42 2.12
H -3.00 -1.73 -0.11
H -2.94 0.95 -0.18
H -4.18 1.88 1.83
H -4.69 -0.47 3.52
N -1.48 -0.52 2.97
C -1.25 -1.70 2.34
C 0.07 -2.02 2.47
C 0.56 -1.20 3.49
C -0.42 -0.22 3.72
H -2.34 -0.01 2.90
H -1.92 -2.06 1.57
H 0.56 -2.85 1.98
H 1.60 -1.08 3.77
H -0.34 0.72 4.24
N -3.35 3.45 -0.61
C -3.36 2.83 -1.88
C -2.38 2.02 -1.96
C -1.77 2.07 -0.76
C -2.31 3.09 0.07
H -4.14 3.93 -0.20
H -4.20 3.10 -2.50
H -2.07 1.32 -2.73
H -0.85 1.53 -0.57
H -2.08 3.40 1.07
N 2.61 -0.23 0.60
C 3.32 0.88 1.06
C 3.26 0.84 2.44
C 2.48 -0.25 2.80
C 1.92 -0.73 1.67
H 2.67 -0.53 -0.36
H 3.73 1.60 0.37
H 3.79 1.43 3.16
H 2.43 -0.68 3.79
H 1.43 -1.67 1.50



Arrangement b

80
Properties=species:S:1:pos:R:3 method="wB97M-V/def2-TZVPD" e_homo_ev=-8.085 multiplicity=1 orbital_gap_ha=0.304 smiles=c1cc[nH]c1.c1cc[nH]c1.c1cc[nH]c1.c1cc[nH]c1.c1cc[nH]c1.c1cc[nH]c1.c1cc[nH]c1.c1cc[nH]c1
C 7.18 -3.78 -0.64
C 6.49 -2.70 -1.38
C 6.35 -2.96 -2.72
N 6.86 -4.25 -2.91
C 7.35 -4.68 -1.68
H 7.60 -3.88 0.35
H 6.18 -1.85 -0.79
H 5.97 -2.29 -3.47
H 6.91 -4.67 -3.82
H 7.82 -5.64 -1.55
C -6.19 2.89 -4.22
C -6.57 3.31 -5.49
C -5.37 3.56 -6.16
N -4.35 3.13 -5.38
C -4.78 2.69 -4.21
H -6.80 2.55 -3.40
H -7.53 3.57 -5.91
H -5.17 3.83 -7.19
H -3.44 3.04 -5.81
H -4.11 2.36 -3.44
C 0.27 0.03 -0.56
C 1.48 -0.62 -0.32
C 1.65 -0.59 1.06
N 0.56 0.04 1.61
C -0.23 0.48 0.65
H -0.08 0.23 -1.56
H 2.00 -1.26 -1.01
H 2.38 -1.06 1.71
H 0.40 0.32 2.57
H -1.18 0.97 0.85
C 2.58 -3.32 6.36
C 1.26 -3.66 6.75
C 1.01 -4.82 5.99
N 2.07 -5.19 5.19
C 2.99 -4.16 5.27
H 3.13 -2.49 6.77
H 0.62 -3.31 7.54
H 0.13 -5.45 5.90
H 2.11 -5.92 4.50
H 3.86 -4.18 4.62
C 1.41 2.36 -6.56
C 1.43 3.54 -7.12
C 0.61 3.54 -8.23
N -0.16 2.32 -8.22
C 0.43 1.57 -7.23
H 2.02 1.94 -5.77
H 2.10 4.36 -6.89
H 0.43 4.31 -8.96
H -0.85 2.01 -8.89
H 0.02 0.61 -6.96
C -5.85 3.36 5.15
C -5.72 4.06 3.98
C -5.44 3.18 3.01
N -5.73 1.93 3.51
C -5.81 2.03 4.87
H -6.18 3.80 6.08
H -5.89 5.12 3.84
H -5.11 3.13 1.98
H -5.77 1.04 3.02
H -6.12 1.20 5.48
C 1.14 -7.95 -2.54
C 0.19 -7.76 -1.54
C 0.65 -6.79 -0.69
N 1.88 -6.37 -1.10
C 2.22 -7.10 -2.19
H 1.11 -8.62 -3.39
H -0.84 -8.10 -1.52
H 0.16 -6.20 0.07
H 2.42 -5.61 -0.71
H 3.12 -6.81 -2.72
C -0.02 7.76 5.80
C 0.89 6.62 5.56
C 0.09 5.46 5.38
N -1.21 5.82 5.72
C -1.26 7.17 5.93
H 0.11 8.84 5.78
H 1.95 6.78 5.41
H 0.41 4.45 5.22
H -1.99 5.21 5.57
H -2.26 7.54 5.77



Decreasing stability: arrangement b, arrangement a